No. 1
{
  "formula": "C5H7NO2",
  "method": "ωB97M-V with the def2-TZVPD basis set",
  "homo_ev": -6.77,
  "relative_energy_kj_mol": 444.1,
  "multiplicity": 1,
  "lumo_ev": 0.4,
  "gap_ha": 0.26385,
  "species": ["C", "C", "C", "C", "C", "N", "O", "O", "H", "H", "H", "H", "H", "H", "H"],
  "coordinates": [[-0.281, -3.514, 1.178], [1.339, 1.654, -0.368], [-1.064, 0.670, -0.521], [0.366, 0.893, -1.242], [1.081, 0.205, -0.083], [-0.412, 0.106, 0.658], [-1.316, -3.039, 1.235], [0.765, -3.948, 1.157], [2.292, 1.934, -0.871], [1.010, 2.509, 0.205], [-1.628, 1.570, -0.317], [-1.655, 0.065, -1.107], [0.415, 0.839, -2.393], [-0.175, 0.822, 1.410], [-0.735, -0.766, 1.059]]
}


No. 2
{
  "formula": "C5H7NO2",
  "method": "ωB97M-V with the def2-TZVPD basis set",
  "homo_ev": [-8.70, -8.70],
  "relative_energy_kj_mol": 622.0,
  "multiplicity": 1,
  "lumo_ev": [-0.3, -0.3],
  "gap_ha": [0.30777, 0.30773],
  "species": ["N", "C", "C", "C", "C", "C", "O", "O", "H", "H", "H", "H", "H", "H", "H"],
  "coordinates": [[0.395, 1.191, 1.323], [1.052, 0.120, 1.278], [-0.352, -1.044, -0.444], [-0.393, 0.380, -1.066], [2.049, -0.705, 1.435], [-1.715, 0.694, -1.527], [-0.727, 1.411, -0.137], [0.333, -1.938, -0.883], [-0.374, 1.306, 1.973], [-1.188, -1.232, 0.261], [0.463, 0.584, -1.704], [2.740, -0.603, 2.260], [2.176, -1.553, 0.779], [-1.867, 1.072, -2.528], [-2.592, 0.318, -1.018]]
}